No. 1
{"formula": "C39H38CuN7P", "method": "the ωB97M-V functional and the def2-TZVPD basis", "e_lumo_ha": [-0.0172, -0.0168], "orbital_gap_ev": [6.8, 6.8], "e_tot_ev": -105418.3404, "spin_multiplicity": 2, "e_homo_ev": [-7.3, -7.3], "relative_energy_kj_mol": 0.0, "elements": ["Cu", "N", "C", "C", "C", "C", "C", "C", "C", "C", "C", "C", "C", "C", "N", "C", "C", "C", "C", "N", "H", "H", "H", "H", "H", "H", "H", "H", "H", "H", "N", "P", "C", "C", "C", "C", "C", "C", "C", "C", "C", "C", "C", "C", "C", "C", "C", "C", "C", "C", "H", "H", "H", "H", "H", "H", "H", "H", "H", "H", "H", "H", "H", "H", "H", "C", "N", "C", "C", "N", "N", "C", "C", "H", "H", "H", "H", "H", "H", "H", "H", "H", "H", "H", "H", "H"], "coordinates": [[0.1086, 0.7519, -0.3872], [-6.6254, 7.7426, 3.3117], [-5.8597, 6.9738, 2.9111], [-4.9230, 5.9999, 2.3747], [-4.0168, 5.3643, 3.2130], [-3.0814, 4.5273, 2.6575], [-3.0423, 4.2643, 1.3068], [-3.9534, 4.9063, 0.4634], [-4.8717, 5.7646, 1.0102], [-2.0889, 3.2554, 0.7422], [-0.7374, 3.5770, 0.7308], [-0.1362, 4.7917, 1.1489], [1.2205, 4.6328, 0.9719], [1.4241, 3.3184, 0.5094], [0.2624, 2.6731, 0.3443], [-2.6526, 2.0459, 0.3289], [-4.0036, 1.6412, 0.5174], [-4.1128, 0.3983, -0.0783], [-2.8227, 0.0954, -0.5824], [-1.9478, 1.0449, -0.3372], [-4.0378, 5.5619, 4.2783], [-2.3699, 3.9735, 3.2691], [-3.9508, 4.6740, -0.6030], [-5.6068, 6.2582, 0.3629], [-0.6554, 5.6906, 1.4823], [2.0020, 5.3626, 1.1739], [2.3836, 2.8651, 0.3177], [-4.7764, 2.2008, 1.0239], [-4.9632, -0.2450, -0.1505], [-2.5134, -0.7920, -1.1010], [0.0131, -0.8723, -1.4030], [-0.0432, -2.3277, -0.9359], [-0.8013, -3.4388, -2.2032], [-0.7328, -4.8354, -2.2095], [-1.3879, -5.5384, -3.2135], [-2.0924, -4.8718, -4.1972], [-2.1643, -3.5003, -4.1938], [-1.5354, -2.7929, -3.1904], [-1.0554, -2.6700, 0.5788], [-0.6156, -2.1631, 1.8039], [-1.3980, -2.2565, 2.9305], [-2.6574, -2.8538, 2.8892], [-3.0994, -3.3933, 1.6847], [-2.2983, -3.2887, 0.5373], [1.5415, -3.1768, -0.5079], [2.7044, -2.7755, -1.1431], [3.9144, -3.4150, -0.8945], [3.9716, -4.4846, -0.0122], [2.8202, -4.8950, 0.6374], [1.6031, -4.2723, 0.3648], [-0.1842, -5.4442, -1.4841], [-1.3878, -6.6252, -3.2367], [-2.5923, -5.4186, -4.9971], [-2.7137, -2.9671, -4.9623], [-1.5900, -1.7150, -3.1947], [0.3800, -1.7209, 1.9192], [-1.0603, -1.8233, 3.8671], [-3.2976, -2.8338, 3.7520], [-4.0687, -3.8599, 1.6094], [-2.6850, -3.7046, -0.3778], [2.6731, -1.9114, -1.8016], [4.8100, -3.0878, -1.4251], [4.9245, -5.0014, 0.1815], [2.8478, -5.7366, 1.3197], [0.6874, -4.6123, 0.8796], [4.4154, 2.1841, -1.6956], [3.4630, 1.1117, -1.5141], [2.3504, 1.1331, -2.4667], [3.2683, 0.5712, -0.2676], [2.0740, 0.3078, 0.1760], [4.4294, 0.3536, 0.4489], [5.6259, -0.1567, -0.2413], [4.3131, -0.0034, 1.8700], [3.8595, 3.1265, -1.8115], [5.0478, 2.0026, -2.5585], [5.0583, 2.2838, -0.8339], [2.7681, 1.2344, -3.4551], [1.7088, 1.9956, -2.2706], [1.7694, 0.2322, -2.3825], [2.0790, -0.2775, 0.9963], [5.4420, -0.1997, -1.3241], [5.8817, -1.1486, 0.1257], [6.4965, 0.4855, -0.0676], [3.6918, 0.7103, 2.4012], [5.2945, 0.0296, 2.3264], [3.8808, -1.0109, 1.9620]]}

---

No. 2
{"formula": "C39H38NO2Si", "method": "the ωB97M-V functional and the def2-TZVPD basis", "e_lumo_ha": -0.1913, "orbital_gap_ev": 5.3, "charge": 1, "e_tot_ev": -54515.0517, "e_homo_ev": -10.5, "relative_energy_kj_mol": 64.6, "elements": ["C", "C", "C", "C", "O", "C", "C", "C", "C", "C", "C", "C", "C", "O", "C", "C", "C", "C", "C", "H", "H", "H", "H", "H", "H", "H", "H", "H", "H", "H", "H", "H", "H", "H", "C", "C", "C", "C", "Si", "C", "C", "C", "C", "C", "C", "C", "C", "C", "C", "C", "C", "C", "C", "C", "C", "N", "C", "C", "H", "H", "H", "H", "H", "H", "H", "H", "H", "H", "H", "H", "H", "H", "H", "H", "H", "H", "H", "H", "H", "H", "H"], "coordinates": [[-5.7064, -1.0524, 4.3325], [-4.9127, -1.9588, 3.3793], [-3.5726, -1.2904, 3.2978], [-3.5954, -0.1958, 4.2001], [-4.7795, -0.0229, 4.8505], [-2.4946, 0.6657, 4.3260], [-1.4270, 0.4833, 3.4843], [-1.3722, -0.5729, 2.5100], [-0.2079, -0.7230, 1.6900], [1.1029, -0.4312, 2.2451], [1.8362, -1.4241, 2.9564], [3.0027, -1.0842, 3.6169], [3.5251, 0.2249, 3.4718], [4.7655, 0.3918, 4.0033], [5.1872, -0.9223, 4.5420], [3.9990, -1.8836, 4.4081], [2.8160, 1.2311, 2.7942], [1.6218, 0.8970, 2.2034], [-2.4726, -1.4877, 2.4828], [-6.5291, -0.5346, 3.8214], [-6.1222, -1.5945, 5.1911], [-4.8441, -2.9707, 3.8024], [-5.3930, -2.0376, 2.3970], [-2.5319, 1.4628, 5.0612], [-0.5802, 1.1627, 3.5493], [-0.2826, -1.2557, 0.7472], [1.4588, -2.4498, 3.0138], [6.0509, -1.2604, 3.9549], [5.5178, -0.7676, 5.5757], [3.6275, -2.1433, 5.4093], [4.2947, -2.8178, 3.9178], [3.2290, 2.2369, 2.7585], [1.0205, 1.6627, 1.7042], [-2.4325, -2.3692, 1.8402], [3.6042, -4.2463, 0.2599], [2.9070, -5.1283, -0.5713], [1.7895, -4.6910, -1.2946], [1.3519, -3.3581, -1.1963], [0.0514, -2.6727, -2.3514], [0.1410, -3.6456, -3.9478], [-1.0112, -4.2632, -4.4617], [-0.9464, -5.0266, -5.6319], [0.2717, -5.1821, -6.3020], [1.4256, -4.5776, -5.7921], [1.3634, -3.8152, -4.6191], [-1.7399, -2.6000, -1.8464], [-2.2082, -3.3290, -0.7496], [-3.5188, -3.1236, -0.2985], [-4.3689, -2.2326, -0.9622], [-3.9095, -1.5325, -2.0817], [-2.6110, -1.7503, -2.5523], [0.3870, -0.7991, -2.4873], [1.6955, -0.5010, -3.2437], [2.2584, 0.7678, -2.5622], [1.3956, 1.0271, -1.3138], [0.4641, -0.1085, -1.2012], [2.0254, -2.5046, -0.3091], [3.1541, -2.9288, 0.3914], [4.4884, -4.5681, 0.8106], [3.2463, -6.1598, -0.6702], [1.2650, -5.3711, -1.9689], [-1.9618, -4.1454, -3.9380], [-1.8506, -5.4967, -6.0201], [0.3214, -5.7747, -7.2173], [2.3795, -4.6988, -6.3068], [2.2711, -3.3568, -4.2189], [-1.5453, -4.0456, -0.2568], [-3.8710, -3.6557, 0.5867], [-5.3887, -2.0870, -0.6062], [-4.5533, -0.8194, -2.5970], [-2.2661, -1.2393, -3.4573], [-0.4560, -0.3922, -3.0772], [2.4121, -1.3313, -3.1549], [1.4755, -0.3666, -4.3118], [3.3159, 0.6531, -2.2926], [2.1778, 1.6232, -3.2374], [2.0074, 1.0979, -0.4049], [0.8292, 1.9720, -1.4005], [-0.4379, 0.1390, -0.7985], [1.6753, -1.4831, -0.1653], [3.6785, -2.2173, 1.0305]]}

---

No. 3
{"formula": "C39H39Br2N2O4PSn", "method": "the ωB97M-V functional and the def2-TZVPD basis", "e_lumo_ha": [-0.2703, -0.2824], "orbital_gap_ev": [6.3, 5.9], "charge": 2, "e_tot_ev": -207436.9244, "e_homo_ev": [-13.6, -13.6], "relative_energy_kj_mol": 197.3, "elements": ["Sn", "C", "C", "C", "C", "C", "C", "C", "Br", "C", "O", "C", "C", "C", "C", "C", "C", "H", "H", "H", "H", "H", "H", "H", "H", "H", "H", "H", "H", "H", "H", "H", "H", "H", "H", "H", "H", "Br", "C", "C", "C", "C", "C", "N", "C", "O", "O", "H", "H", "H", "O", "N", "C", "C", "C", "C", "C", "C", "C", "P", "C", "C", "C", "C", "C", "C", "C", "C", "C", "C", "C", "C", "H", "H", "H", "H", "H", "H", "H", "H", "H", "H", "H", "H", "H", "H", "H", "H"], "coordinates": [[-0.0381, -0.6878, 1.5251], [-5.1792, 3.7877, -3.0943], [-3.6738, 3.7706, -3.4268], [-3.1472, 5.2153, -3.5061], [-3.4739, 3.1000, -4.7857], [-2.9611, 3.0394, -2.3089], [-2.2771, 1.8231, -2.5200], [-1.6821, 1.1959, -1.4745], [-0.8458, -0.4637, -1.7893], [-1.7083, 1.7204, -0.1169], [-1.1639, 1.1071, 0.8450], [-2.4072, 2.9847, 0.0928], [-2.9954, 3.5620, -1.0021], [-2.5594, 3.7053, 1.4401], [-4.0550, 3.7166, 1.8048], [-1.7969, 3.0931, 2.6179], [-2.0599, 5.1526, 1.2760], [-5.7139, 4.3043, -3.8927], [-5.3869, 4.3123, -2.1610], [-5.5782, 2.7746, -3.0174], [-3.6641, 5.7371, -4.3122], [-2.0774, 5.2331, -3.7219], [-3.3242, 5.7756, -2.5878], [-3.9805, 3.6877, -5.5505], [-3.9015, 2.0951, -4.8132], [-2.4185, 3.0456, -5.0622], [-2.2316, 1.3838, -3.5052], [-3.5322, 4.4882, -0.8563], [-4.4343, 2.7009, 1.9333], [-4.6589, 4.2160, 1.0463], [-4.1920, 4.2490, 2.7469], [-2.1450, 2.0945, 2.8667], [-1.9559, 3.7252, 3.4927], [-0.7230, 3.0646, 2.4211], [-2.6374, 5.7228, 0.5485], [-1.0114, 5.1728, 0.9709], [-2.1454, 5.6676, 2.2334], [2.8799, 1.0818, 0.5322], [2.2329, 1.5601, 2.2372], [2.8415, 2.5341, 3.0024], [2.2917, 2.8103, 4.2489], [1.1638, 2.1264, 4.6796], [0.6164, 1.1769, 3.8433], [1.1561, 0.9000, 2.6493], [-0.6534, 0.4187, 4.2022], [-1.1918, 0.6546, 5.2485], [-1.0453, -0.4464, 3.2982], [3.7137, 3.0537, 2.6340], [2.7446, 3.5659, 4.8774], [0.6926, 2.3120, 5.6343], [2.8239, -2.4758, 2.4186], [1.6421, -2.8372, 3.0751], [1.3188, -4.0536, 2.8830], [2.0612, -5.0827, 2.1074], [2.3441, -6.2923, 2.7284], [3.0536, -7.2812, 2.0632], [3.4802, -7.0855, 0.7599], [3.1891, -5.8964, 0.1124], [2.4843, -4.8950, 0.7802], [2.0666, -3.4258, -0.1499], [0.8575, -3.7431, -1.4182], [-0.4458, -4.0471, -1.0119], [-1.4048, -4.3595, -1.9579], [-1.0702, -4.3670, -3.3066], [0.2251, -4.0721, -3.7153], [1.1956, -3.7601, -2.7776], [3.4787, -2.5340, -0.7034], [3.3689, -1.5864, -1.7352], [4.4766, -0.8477, -2.1054], [5.6880, -1.0297, -1.4432], [5.7945, -1.9501, -0.4054], [4.6955, -2.6985, -0.0262], [3.0818, -1.6498, 2.8472], [0.4128, -4.3460, 3.4052], [2.0155, -6.4555, 3.7474], [3.2720, -8.2131, 2.5675], [4.0325, -7.8589, 0.2437], [3.5096, -5.7480, -0.9122], [-0.7039, -4.0435, 0.0412], [-2.4125, -4.5996, -1.6461], [-1.8221, -4.6152, -4.0442], [0.4829, -4.0989, -4.7656], [2.2094, -3.5573, -3.0958], [2.4258, -1.4333, -2.2418], [4.4015, -0.1306, -2.9127], [6.5535, -0.4511, -1.7389], [6.7385, -2.0863, 0.1047], [4.7733, -3.4127, 0.7841]]}